Here is C23H36AsFN4O3Tc as an isolated structure at a distorted geometry from the OMol25 dataset. Energies are from the ωB97M-V functional and the def2-TZVPD basis.

Summary:
**Molar mass**: 608.49 g mol⁻¹
**LUMO level (spin up / spin down)**: -5.7 / -5.8 eV
**Relative energy (zero: lowest compared OMol25 entry of this formula, charge and spin)**: 11.2 kcal per mole
**Calculated total energy**: -102279.49525 eV

Structure (ORCA input):
```
! wB97M-V def2-TZVPD RIJCOSX def2/J DEFGRID3
* xyz 2 2
Tc -0.04 -0.45 -3.63
C 4.54 0.38 2.09
C 4.08 -1.06 1.87
N 2.94 -1.13 0.94
C 3.20 -1.27 -0.36
C 2.24 -1.27 -1.34
C 2.69 -1.39 -2.78
O 3.78 -1.84 -3.02
O 1.83 -0.94 -3.65
C 0.88 -1.18 -0.98
O -0.09 -1.26 -1.82
C 0.60 -1.00 0.42
C -0.72 -0.83 0.85
C -1.00 -0.65 2.18
F -2.29 -0.56 2.54
C 0.02 -0.56 3.14
C 1.33 -0.70 2.71
C 1.64 -0.95 1.37
N -0.21 -0.32 4.52
C -1.44 0.34 4.94
C -1.26 0.92 6.34
N -0.89 -0.18 7.29
C 0.37 -0.86 6.83
C 0.15 -1.40 5.43
H 5.37 0.40 2.79
H 3.73 0.99 2.49
H 4.86 0.82 1.15
H 3.80 -1.54 2.81
H 4.89 -1.65 1.44
H 4.23 -1.41 -0.66
H -1.53 -0.86 0.13
H 2.10 -0.58 3.45
H -2.31 -0.35 4.95
H -1.67 1.16 4.27
H -2.19 1.38 6.68
H -0.46 1.66 6.35
H -1.64 -0.87 7.31
H -0.78 0.18 8.23
H 0.62 -1.66 7.53
H 1.16 -0.12 6.83
H -0.63 -2.18 5.45
H 1.07 -1.88 5.09
C -3.14 -2.37 -2.65
As -2.46 -0.97 -3.82
C -3.76 0.45 -3.53
C -3.01 -1.63 -5.56
H -4.21 -2.49 -2.84
H -2.98 -2.13 -1.61
H -2.63 -3.31 -2.87
H -4.76 0.03 -3.55
H -3.66 1.18 -4.33
H -3.59 0.94 -2.57
H -4.09 -1.77 -5.58
H -2.52 -2.58 -5.77
H -2.72 -0.91 -6.32
C -0.19 3.10 -5.80
C -0.03 2.48 -4.41
C -1.05 3.11 -3.43
C 1.40 2.71 -3.88
N -0.23 1.07 -4.46
H -0.06 4.18 -5.74
H -1.18 2.88 -6.20
H 0.56 2.69 -6.48
H -0.77 4.14 -3.22
H -1.05 2.54 -2.50
H -2.05 3.09 -3.86
H 1.64 3.78 -3.89
H 2.12 2.18 -4.49
H 1.47 2.35 -2.85
*
```

Mulliken atomic charge list, values in e, 4 entries:
1 Tc 0.76
2 C -0.99
3 C -1.01
4 N 0.22